[1]
C34H35AuGeN4O2S | ωB97M-V/def2-TZVPD

XYZ file:
```
78
Properties=species:S:1:pos:R:3:forces:R:3
Au 0.602749 -0.717840 -0.530937 0.1 0.2 0.0
O 7.300084 -1.664939 1.758715 0.0 0.0 0.0
C 7.035813 -1.559836 0.377403 0.0 0.0 0.0
C 5.551804 -1.480837 0.159603 0.0 0.0 0.0
C 5.026534 -1.489431 -1.126863 0.0 0.0 0.0
C 3.661079 -1.383791 -1.285711 0.0 0.0 0.0
N 2.817799 -1.292697 -0.256701 -0.1 0.0 0.1
C 3.306696 -1.307160 0.988130 0.1 -0.1 0.0
C 4.673263 -1.386799 1.226400 0.0 0.0 0.0
C 2.327106 -1.228685 2.110283 0.0 0.0 0.1
C 2.693449 -1.482749 3.423772 0.0 0.0 0.0
C 1.750505 -1.372761 4.439496 0.0 0.0 0.0
C 2.162315 -1.615932 5.871246 0.0 0.0 0.0
O 3.083527 -0.637976 6.319319 0.0 0.0 0.0
C 0.459927 -1.002496 4.095638 0.0 -0.1 0.0
C 0.160268 -0.786867 2.760157 0.0 0.0 0.0
N 1.066494 -0.905363 1.797628 0.0 -0.1 0.0
H 8.250647 -1.663447 1.901731 0.0 0.0 0.0
H 7.424750 -2.424179 -0.172588 0.0 0.0 0.0
H 7.495244 -0.660277 -0.049060 0.0 0.0 0.0
H 5.666706 -1.566931 -1.995766 0.0 0.0 0.0
H 3.213666 -1.364666 -2.270782 0.0 0.0 0.0
H 5.073561 -1.366690 2.227108 0.0 0.0 0.0
H 3.704129 -1.770665 3.674940 0.0 0.0 0.0
H 2.686665 -2.568798 5.945326 0.0 0.0 0.0
H 1.278870 -1.668885 6.513811 0.0 0.0 0.0
H 2.633835 0.209402 6.400366 0.0 0.0 0.0
H -0.313375 -0.896711 4.845300 0.0 0.0 0.0
H -0.840168 -0.508415 2.448641 0.0 0.0 0.0
C -2.821590 1.246941 -5.057240 0.0 0.0 0.0
C -3.355556 1.802632 -3.902982 -0.1 -0.1 -0.1
C -3.046613 1.259613 -2.661830 -0.1 -0.1 0.0
C -2.219605 0.142226 -2.560467 -0.1 0.0 0.1
C -1.696108 -0.411207 -3.729408 0.1 0.0 0.0
C -1.989282 0.137965 -4.968948 0.0 0.0 0.0
Ge -1.806044 -0.657522 -0.827467 0.1 0.1 0.0
C -2.434836 -2.497234 -0.694616 0.0 0.1 -0.1
C -3.337815 -3.013564 -1.622255 0.0 0.0 0.0
C -3.812560 -4.311924 -1.496180 0.0 0.0 0.0
C -3.385800 -5.107869 -0.443065 0.0 0.0 0.0
C -2.482622 -4.605884 0.484800 0.0 0.0 0.0
C -2.009023 -3.309586 0.356334 0.0 0.0 0.0
C -2.549087 0.401076 0.636470 0.0 -0.1 0.0
C -2.073973 1.690552 0.875829 0.1 0.0 0.0
C -2.540554 2.436455 1.947141 0.0 0.0 0.0
C -3.491693 1.894881 2.803230 0.0 0.0 0.0
C -3.973756 0.613107 2.578232 0.0 0.0 0.0
C -3.504949 -0.129739 1.501585 0.0 0.0 0.0
H -3.065637 1.665715 -6.025129 0.0 0.0 0.0
H -4.023812 2.652938 -3.970578 0.0 0.0 0.0
H -3.482891 1.691193 -1.766778 0.0 0.0 0.0
H -1.054654 -1.284639 -3.672217 0.0 0.0 0.0
H -1.581952 -0.306988 -5.867836 0.0 0.0 0.0
H -3.677817 -2.399256 -2.448649 0.0 0.0 0.0
H -4.516582 -4.701636 -2.219870 0.0 0.0 0.0
H -3.755123 -6.120256 -0.345388 0.0 0.0 0.0
H -2.145731 -5.226851 1.304892 0.0 0.0 0.0
H -1.296034 -2.927782 1.081135 0.0 0.0 0.0
H -1.312582 2.104151 0.222408 0.0 0.0 0.0
H -2.165048 3.437662 2.122017 0.0 0.0 0.0
H -3.857370 2.472447 3.642134 0.0 0.0 0.0
H -4.718928 0.191007 3.240200 0.0 0.0 0.0
H -3.886085 -1.131427 1.337046 0.0 0.0 0.0
S 1.747812 1.599492 -1.093155 0.0 -0.2 0.0
C 0.639841 2.800199 -1.599508 -0.1 0.0 -0.2
N 0.283897 3.775319 -0.760843 0.1 0.0 0.0
C -0.598746 4.881782 -1.116742 0.0 0.0 0.0
C -0.503642 5.135881 -2.611824 0.0 0.0 0.0
C -0.748341 3.833056 -3.353972 0.0 0.1 0.0
N 0.151623 2.807680 -2.835787 0.0 0.0 0.1
H 0.705029 3.733628 0.152399 0.0 0.0 0.0
H -0.291608 5.759574 -0.550685 0.0 0.0 0.0
H -1.627243 4.638266 -0.832249 0.0 0.0 0.0
H 0.487567 5.521750 -2.856807 0.0 0.0 0.0
H -1.240008 5.879910 -2.910569 0.0 0.0 0.0
H -0.557515 3.945198 -4.420022 0.0 0.0 0.0
H -1.781420 3.507156 -3.231010 0.1 0.1 0.0
H 0.450550 2.050357 -3.428343 -0.1 0.0 0.0
```
Forces are in eV/Å.

Results
Multiplicity: 2
Total energy, Ha: -4296.75576
Gap between HOMO and LUMO (alpha / beta), eV: 7.19 / 6.64
Net charge: +1
Expectation value of S²: 0.76

Atom charges from the Löwdin analysis, given in e for atoms 1 to 6: atom 1 (Au): 0.5894, atom 2 (O): -0.0472, atom 3 (C): -0.2026, atom 4 (C): -0.1602, atom 5 (C): 0.0049, atom 6 (C): -0.1302

---

[2]
C2H2Cl2S | ωB97M-V/def2-TZVPD

XYZ file:
```
7
Properties=species:S:1:pos:R:3:forces:R:3
C -0.903917 0.453355 0.694915 4.2 0.0 -1.2
C 0.777942 0.334754 -0.654198 -1.8 2.4 4.5
S -0.022491 1.831632 0.002876 0.3 -1.1 -0.8
Cl -2.262157 -0.126801 -0.108285 -0.9 -0.4 0.3
Cl 2.264705 -0.096070 0.124068 -0.1 -0.2 -0.3
H -0.492240 0.101279 1.681672 -1.1 0.0 -1.3
H 0.601431 -0.024969 -1.618812 -0.6 -0.6 -1.1
```
Forces are in eV/Å.

Results
Total energy, Ha: -1395.86745
Gap between HOMO and LUMO, eV: 8.41
Net charge: 0

Atom charges from the natural (NBO) analysis, given in e for atoms 1 to 6: atom 1 (C): -0.4284, atom 2 (C): -0.3852, atom 3 (S): 0.2693, atom 4 (Cl): 0.0701, atom 5 (Cl): 0.0120, atom 6 (H): 0.2473

---

[3]
C11H35CsF6NO7P | ωB97M-V/def2-TZVPD

XYZ file:
```
62
Properties=species:S:1:pos:R:3:forces:R:3
Cs -4.092623 3.747193 -0.060866 -10.6 9.8 0.3
P -1.308003 1.666753 0.388504 1.2 1.7 1.8
F -1.753053 0.235743 -0.142356 -0.9 2.7 6.8
F 0.132147 1.163783 0.794164 -4.6 3.2 -5.7
F -0.727853 2.146273 -1.063746 0.7 1.6 1.9
F -0.762443 3.108263 1.002274 -4.9 0.0 0.0
F -2.704473 2.427423 -0.130526 9.0 -9.8 0.5
F -1.975403 1.460583 1.859604 -0.8 -4.2 -5.1
C -3.109883 -1.801477 -0.635016 0.3 -0.2 0.3
C -4.251973 -0.894717 -0.212206 0.9 -0.7 -0.6
O -5.053513 -1.588847 0.720234 -0.5 0.1 0.2
H -3.314523 -2.497367 -1.448626 -0.2 0.0 0.2
H -2.822143 -2.321957 0.278434 -0.4 -0.6 -0.3
H -2.231113 -1.191007 -0.842806 -1.2 -1.4 -1.0
H -4.787563 -0.616227 -1.119776 -0.4 0.4 0.2
H -3.767853 -0.047977 0.274374 -0.6 0.3 -0.1
H -5.361873 -0.949027 1.366094 -0.2 -0.2 0.0
O -1.754403 2.794253 3.362094 -0.4 3.1 2.6
H -2.409983 2.131583 3.579634 0.2 0.1 0.4
H -1.729143 2.801813 2.405264 0.1 1.2 1.8
O -2.017273 0.642213 -2.030906 -3.5 1.6 -5.6
H -1.369043 1.082793 -2.580396 -0.4 0.0 -0.6
H -1.915543 1.046053 -1.169046 -1.6 -0.8 -5.1
O 1.237267 3.560313 0.636974 2.7 0.8 -0.7
H 0.709227 2.764133 0.577834 2.0 0.7 -0.1
H 0.989657 3.950793 1.475094 0.2 0.2 0.0
O 0.468887 1.330193 2.818894 0.8 -0.2 4.0
H 0.070067 1.002863 2.012654 0.5 0.1 3.3
H 0.480817 2.281303 2.711774 0.1 0.0 0.5
O -1.468483 4.411173 -1.219216 -0.9 1.3 -0.4
H -1.457453 4.052103 -0.331986 0.9 0.6 -0.2
H -0.633203 4.138453 -1.598896 0.2 0.1 0.0
C 0.140087 -0.255987 -1.301756 2.8 -1.9 -1.7
C 0.667367 -1.284537 -0.273556 -1.4 2.0 -0.5
C 0.677687 -2.690577 -0.874366 0.5 0.4 -0.2
C 1.994907 -2.964247 -1.561196 0.8 -0.3 -0.8
C 3.211157 -2.766407 -0.659796 -1.8 -0.9 0.2
C 3.254987 -1.327117 -0.116416 1.5 1.2 -1.4
N 1.916457 -0.852837 0.331694 1.9 -3.1 0.1
O 1.845617 0.395063 0.933454 4.6 -2.4 -0.2
C 4.448507 -1.237237 0.884994 -1.7 0.1 -0.2
C 3.790497 -0.485527 -1.303426 -0.6 0.0 -1.1
C -0.381943 -1.206867 0.811024 -0.6 -2.9 3.7
H 0.752847 -0.322087 -2.200786 0.6 0.2 -0.2
H 0.203067 0.760773 -0.914016 1.0 -2.3 -1.6
H -0.834303 -0.518707 -1.713616 1.2 -0.4 0.6
H 0.433977 -3.396287 -0.080206 0.2 -0.3 -0.1
H -0.080943 -2.725567 -1.656266 -0.4 -0.1 0.3
H 2.108177 -2.361087 -2.462016 -0.2 0.7 0.1
H 2.069497 -3.936277 -2.048726 -0.4 -0.5 0.5
H 4.072037 -3.171367 -1.191766 0.5 1.0 -0.1
H 3.106147 -3.532977 0.107954 -0.1 0.3 0.8
H 5.305697 -1.728967 0.425084 -0.1 -0.2 0.2
H 4.723427 -0.188337 0.995934 -0.1 -0.1 0.6
H 4.096487 -1.739957 1.785804 0.6 0.2 0.4
H 4.084077 0.549973 -1.131246 0.2 -0.1 0.7
H 4.610267 -1.050147 -1.747586 0.3 0.3 0.0
H 3.050007 -0.378997 -2.096156 -0.2 -0.2 -0.1
H -1.395323 -1.568947 0.637684 1.1 0.0 -0.5
H -0.547523 -0.272137 1.346714 0.3 -2.4 0.0
H -0.136543 -1.914507 1.602944 0.8 -0.2 0.3
H 1.504327 0.134413 1.792064 0.8 0.6 0.7
```
Forces are in eV/Å.

Results
Total energy, Ha: -1981.72070
Gap between HOMO and LUMO, eV: 6.36
Net charge: 0

Atom charges from the Löwdin analysis, given in e for atoms 1 to 6: atom 1 (Cs): 1.6061, atom 2 (P): 0.3970, atom 3 (F): -0.2618, atom 4 (F): -0.2600, atom 5 (F): -0.1495, atom 6 (F): -0.2078

---

[4]
C3H8N2O2 | ωB97M-V/def2-TZVPD

XYZ file:
```
15
Properties=species:S:1:pos:R:3:forces:R:3
C 1.571976 0.129913 -0.960757 0.1 0.0 -0.1
C 0.992642 0.270757 1.386447 -0.1 0.0 0.1
N 0.727958 0.683254 0.046270 -0.2 -1.6 -0.2
N -1.687927 0.930614 0.023314 -0.2 -0.2 -0.2
C -1.661561 -0.328038 -0.265504 -1.3 1.7 -0.1
O -2.827063 -0.987220 -0.582563 0.4 -0.2 0.1
O -0.590990 -1.010789 -0.299073 1.4 0.7 0.3
H -2.591905 -1.907184 -0.760874 0.0 0.0 0.0
H -2.582602 1.391144 -0.108051 -0.2 -0.4 0.1
H 1.099261 0.240467 -1.935216 0.0 0.0 0.1
H 1.794151 0.952877 1.719360 0.0 0.0 -0.1
H 2.439507 0.814105 -0.964905 0.0 -0.1 0.1
H 1.889450 -0.902531 -0.797393 0.1 0.1 0.1
H 0.121487 0.492852 1.999553 0.0 0.0 -0.1
H 1.305617 -0.770222 1.499391 0.1 0.1 -0.1
```
Forces are in eV/Å.

Results
Total energy, Ha: -378.95406
Gap between HOMO and LUMO (alpha / beta), eV: 6.83 / 6.83
Net charge: 0

Atom charges from the natural (NBO) analysis, given in e for atoms 1 to 6: atom 1 (C): -0.4733, atom 2 (C): -0.4847, atom 3 (N): 0.0802, atom 4 (N): -0.8219, atom 5 (C): 0.7990, atom 6 (O): -0.6925

---

[5]
C5H13NO | ωB97M-V/def2-TZVPD

XYZ file:
```
20
Properties=species:S:1:pos:R:3:forces:R:3
C -1.557791 -2.024805 -1.353142 0.3 0.2 -1.6
C -1.818643 -1.493889 0.021743 0.5 2.6 2.4
C -0.809949 -0.353465 0.516434 1.6 -1.4 -1.1
C -0.728277 0.970899 0.306330 0.0 0.2 -0.5
N 0.359755 1.832033 0.604129 1.9 -0.2 0.0
C 1.530195 1.354552 1.442121 -3.7 0.2 2.1
H -2.029859 -1.509644 -2.214819 0.2 0.1 0.7
H -1.868985 -3.053990 -1.427510 -0.3 -0.4 0.0
H -0.481427 -2.059782 -1.578754 -0.1 0.2 0.2
H -2.790865 -0.961645 0.244738 0.5 -1.5 -0.6
H -1.606372 -2.353108 0.698174 -0.7 0.8 0.0
H 0.182401 -0.795607 0.816247 -1.1 0.3 0.1
H -1.514119 1.592045 -0.138385 -0.1 -0.6 0.0
H 0.721807 2.330839 -0.226277 -0.8 -0.3 0.7
H 0.983814 0.609250 2.098249 0.9 0.8 -0.2
H 2.306387 0.787555 0.990357 0.8 0.2 -0.7
H 1.817007 2.201689 2.134261 0.2 -1.0 -1.1
O 2.317436 -0.032806 -1.094941 1.0 0.3 -0.8
H 1.616920 -0.395415 -0.574792 -0.9 -0.3 0.3
H 1.912295 0.326279 -1.891779 -0.1 -0.2 0.1
```
Forces are in eV/Å.

Results
Total energy, Ha: -328.22851
Gap between HOMO and LUMO, eV: 9.10
SMILES string: CC/C=C/NC.O
Net charge: 0

Atom charges from the natural (NBO) analysis, given in e for atoms 1 to 6: atom 1 (C): -0.6141, atom 2 (C): -0.4255, atom 3 (C): -0.2864, atom 4 (C): -0.0029, atom 5 (N): -0.6342, atom 6 (C): -0.4446

---

[6]
C5H12NS | ωB97M-V/def2-TZVPD

XYZ file:
```
19
Properties=species:S:1:pos:R:3:forces:R:3
C -0.599039 -2.158198 0.238038 -0.4 -1.7 -0.2
C -1.750236 -1.225764 -0.006992 -0.2 0.6 -0.1
C -2.964129 -1.368463 0.635637 1.0 0.8 -0.9
N -1.329453 -0.254155 -0.921475 -0.3 -0.2 0.5
H 0.290144 -1.597581 0.531044 0.0 -0.1 -0.1
H -0.342947 -2.768674 -0.682447 -0.2 0.9 0.9
H -0.866850 -2.881023 1.022196 0.1 0.2 -0.1
H -3.771705 -0.622690 0.573673 0.5 -0.4 -0.2
H -3.145332 -2.238928 1.247885 0.1 0.0 0.1
H -0.244227 -0.156174 -1.036048 -1.6 0.3 0.4
H -1.916537 0.584635 -0.988951 0.6 -0.6 0.0
C 1.298824 2.798860 0.260503 1.6 0.4 0.3
C 1.415908 1.390841 0.803268 -0.4 -1.0 0.7
S 1.769044 0.189192 -0.561186 0.4 0.5 0.4
H 0.611112 2.761777 -0.557336 -0.6 0.3 -0.5
H 2.310035 3.064130 -0.193164 -1.2 0.0 0.6
H 0.990535 3.530205 1.051047 0.2 -0.3 -0.7
H 0.432015 1.117659 1.319691 1.2 0.2 -0.5
H 2.247245 1.335018 1.558975 -0.8 0.0 -0.5
```
Forces are in eV/Å.

Results
Total energy, Ha: -650.66015
Gap between HOMO and LUMO, eV: 6.97
Net charge: -1

Atom charges from the natural (NBO) analysis, given in e for atoms 1 to 6: atom 1 (C): -0.6740, atom 2 (C): 0.2411, atom 3 (C): -0.6367, atom 4 (N): -0.8862, atom 5 (H): 0.2697, atom 6 (H): 0.2069

---

The highest total energy belongs to which entry? C5H13NO

---

Copy entry 4 word for word.
C3H8N2O2 | ωB97M-V/def2-TZVPD

XYZ file:
```
15
Properties=species:S:1:pos:R:3:forces:R:3
C 1.571976 0.129913 -0.960757 0.1 0.0 -0.1
C 0.992642 0.270757 1.386447 -0.1 0.0 0.1
N 0.727958 0.683254 0.046270 -0.2 -1.6 -0.2
N -1.687927 0.930614 0.023314 -0.2 -0.2 -0.2
C -1.661561 -0.328038 -0.265504 -1.3 1.7 -0.1
O -2.827063 -0.987220 -0.582563 0.4 -0.2 0.1
O -0.590990 -1.010789 -0.299073 1.4 0.7 0.3
H -2.591905 -1.907184 -0.760874 0.0 0.0 0.0
H -2.582602 1.391144 -0.108051 -0.2 -0.4 0.1
H 1.099261 0.240467 -1.935216 0.0 0.0 0.1
H 1.794151 0.952877 1.719360 0.0 0.0 -0.1
H 2.439507 0.814105 -0.964905 0.0 -0.1 0.1
H 1.889450 -0.902531 -0.797393 0.1 0.1 0.1
H 0.121487 0.492852 1.999553 0.0 0.0 -0.1
H 1.305617 -0.770222 1.499391 0.1 0.1 -0.1
```
Forces are in eV/Å.

Results
Total energy, Ha: -378.95406
Gap between HOMO and LUMO (alpha / beta), eV: 6.83 / 6.83
Net charge: 0

Atom charges from the natural (NBO) analysis, given in e for atoms 1 to 6: atom 1 (C): -0.4733, atom 2 (C): -0.4847, atom 3 (N): 0.0802, atom 4 (N): -0.8219, atom 5 (C): 0.7990, atom 6 (O): -0.6925